C29H37BrCuN4O2SSb | ωB97M-V/def2-TZVPD

Last column: Mulliken spin population.
Element x y z (Å)
Cu (0.13733, 0.45701, -0.14471)  0.49
O (-2.58322, 1.68044, -3.07201)  0.00
C (-3.38204, 0.58736, -3.13145)  0.01
C (-4.45327, 0.62137, -4.01623)  0.00
C (-5.31857, -0.45499, -4.10318)  0.00
C (-5.12498, -1.58898, -3.32133)  0.00
C (-4.04906, -1.61983, -2.45003)  0.00
C (-3.17450, -0.54231, -2.33393)  0.03
C (-2.07612, -0.62077, -1.31008)  -0.04
O (-0.93149, 0.09838, -1.65819)  0.19
N (-2.58370, -0.04289, -0.03161)  -0.01
N (-1.61251, 0.21768, 0.84934)  0.05
C (-1.80255, 0.40768, 2.09512)  0.00
C (-0.69935, 0.82158, 2.95754)  -0.01
Br (0.88299, 1.37429, 2.02306)  0.06
C (-0.67740, 0.93349, 4.28092)  0.00
C (-1.75974, 0.49530, 5.18597)  0.00
C (-2.09302, 1.29796, 6.27621)  0.00
C (-3.10808, 0.92003, 7.13910)  0.00
C (-3.78430, -0.27639, 6.93601)  0.00
C (-3.43589, -1.09709, 5.87263)  0.00
C (-2.42626, -0.71523, 5.00162)  0.00
H (-1.82803, 1.44402, -2.49690)  -0.01
H (-4.59076, 1.50679, -4.62314)  0.00
H (-6.15093, -0.41062, -4.79400)  0.00
H (-5.79496, -2.43379, -3.39955)  0.00
H (-3.86665, -2.50574, -1.84857)  0.00
H (-1.82048, -1.67212, -1.13808)  0.02
H (-3.47554, -0.36371, 0.32587)  0.00
H (-2.78483, 0.30643, 2.54849)  0.01
H (0.18832, 1.39426, 4.74358)  0.00
H (-1.56252, 2.22882, 6.43957)  0.00
H (-3.36902, 1.55583, 7.97449)  0.00
H (-4.57082, -0.57637, 7.61556)  0.00
H (-3.94073, -2.04296, 5.72795)  0.00
H (-2.12602, -1.37984, 4.20019)  0.00
N (2.34407, -3.25683, 2.10505)  0.00
C (1.45487, -3.52306, 1.13989)  0.00
S (0.36557, -2.36057, 0.56191)  0.00
N (1.44638, -4.76434, 0.62295)  0.00
C (2.19471, -5.90945, 1.03129)  0.00
C (2.33929, -6.26047, 2.36758)  0.00
C (3.06308, -7.39935, 2.69863)  0.00
C (3.61639, -8.19675, 1.70948)  0.00
C (3.44026, -7.85486, 0.37501)  0.00
C (2.73755, -6.71055, 0.03435)  0.00
H (2.38380, -2.31518, 2.45162)  0.00
H (3.07004, -3.90906, 2.35328)  0.00
H (0.83314, -4.86633, -0.17121)  0.00
H (1.85828, -5.68374, 3.14681)  0.00
H (3.17330, -7.67070, 3.74025)  0.00
H (4.17179, -9.08589, 1.97444)  0.00
H (3.85770, -8.47529, -0.40656)  0.00
H (2.61208, -6.43282, -1.00518)  0.00
C (4.75900, 1.26669, -2.96275)  0.00
C (3.36328, 1.71885, -2.53652)  0.02
Sb (2.13105, 0.14198, -1.80865)  0.13
C (3.57841, -1.20350, -1.04625)  0.02
C (4.17972, -0.66850, 0.25108)  0.00
C (1.39684, -0.81390, -3.54159)  0.01
C (2.45035, -1.06428, -4.61632)  0.00
H (5.32184, 2.11040, -3.36511)  0.00
H (4.72758, 0.49770, -3.73353)  0.00
H (5.33044, 0.86854, -2.12368)  0.00
H (2.81237, 2.17445, -3.36115)  0.00
H (3.41117, 2.46594, -1.74421)  0.00
H (4.33634, -1.35114, -1.81600)  0.00
H (3.05959, -2.14916, -0.88955)  0.00
H (4.69665, 0.28280, 0.10577)  0.00
H (4.90727, -1.36624, 0.67041)  0.00
H (3.40185, -0.50474, 1.00198)  0.00
H (0.57350, -0.19677, -3.89922)  0.00
H (0.94818, -1.73632, -3.16960)  0.00
H (2.85074, -0.13283, -5.01768)  0.00
H (2.01184, -1.61107, -5.45256)  0.00
H (3.28920, -1.65602, -4.24495)  0.00

Output
LUMO energy (alpha / beta) = -2.8 / -3.9 eV
HOMO level (alpha / beta) = -0.375 / -0.375 Ha
Multiplicity = 2
Total charge = +1
Maximum force = 0.012 hartree/bohr
Kohn-Sham gap (alpha / beta) = 7.4 / 6.3 eV
Relative energy (zero: lowest compared OMol25 entry of this formula, charge and spin) = 0.0088 eV
<S²> = 0.755

***

C3H9N2 | ωB97M-V/def2-TZVPD

Last column: Mulliken charge in e.
Element x y z (Å)
C (-0.66301, 1.65316, 0.06285)  -1.02
C (-0.12945, 0.70427, -1.01149)  -0.22
N (-0.73157, -1.35199, 0.70535)  -0.19
C (0.59553, -0.98595, 0.70301)  -0.51
N (0.94706, -0.13498, -0.46493)  -0.27
H (-1.61539, 2.13928, -0.19529)  0.34
H (0.04263, 2.39788, 0.43814)  0.31
H (-0.88689, 0.96206, 0.86621)  0.31
H (0.26243, 1.17953, -1.88987)  0.39
H (-0.94043, -0.03406, -1.22879)  0.32
H (0.84790, -0.37914, 1.60958)  0.42
H (-1.13875, -2.06581, 1.32735)  0.31
H (1.33831, -1.79463, 0.67602)  0.50
H (1.31892, -0.76107, -1.17605)  0.32

Output
LUMO energy = -9.2 eV
HOMO level = -0.549 Ha
Total charge = +1
Maximum force = 0.069 hartree/bohr
Kohn-Sham gap = 5.8 eV
Relative energy (zero: lowest compared OMol25 entry of this formula, charge and spin) = 6.1732 eV

***

C14H36BClO12P | ωB97M-V/def2-TZVPD

Last column: Mulliken charge in e.
Element x y z (Å)
C (0.86339, -4.72396, -2.24770)  -1.02
C (0.49620, -3.24851, -2.51948)  -0.30
B (0.29121, -2.40032, -1.17284)  0.89
O (-1.17571, -2.32220, -0.78163)  -0.53
C (-1.25350, -1.30987, 0.17526)  0.05
C (-2.58465, -0.57404, -0.03346)  -0.69
C (-3.70125, -1.58607, -0.02479)  -0.13
O (-4.01545, -2.24141, 0.93926)  -0.57
C (0.06947, -0.46793, -0.05238)  0.26
P (-0.19050, 1.35980, -0.07824)  0.07
O (0.14370, 1.75167, 1.47981)  -0.37
Cl (1.62759, 1.87162, -0.98837)  -0.39
O (0.61447, -0.92457, -1.23734)  -0.67
H (0.94896, -4.89059, -1.17101)  0.21
H (0.06779, -5.37685, -2.61533)  0.23
H (1.79515, -5.06814, -2.71187)  0.30
H (1.22856, -2.76076, -3.17435)  0.13
H (-0.46241, -3.23236, -3.05562)  0.23
H (0.92582, -2.87235, -0.19192)  -0.47
H (-1.23192, -1.70085, 1.20411)  -0.03
H (-2.56699, -0.04651, -0.99073)  0.37
H (-2.77993, 0.15031, 0.76832)  0.39
H (-4.25441, -1.71926, -0.97701)  0.33
H (0.74004, -0.70190, 0.80176)  0.19
H (0.88540, 1.26834, 1.88009)  0.27
C (0.73925, 5.50325, 1.92026)  -0.40
C (-0.26556, 5.67681, 0.79360)  -0.56
O (-1.18852, 4.59904, 0.82836)  -0.43
O (1.38120, 4.24855, 1.80517)  -0.42
H (1.51157, 6.27409, 1.87739)  0.36
H (0.22310, 5.58892, 2.88810)  0.25
H (0.25411, 5.58459, -0.16079)  0.26
H (-0.76309, 6.65102, 0.83422)  0.35
H (-1.78159, 4.68604, 1.58182)  0.28
H (0.71877, 3.58909, 1.53293)  0.35
C (1.40355, 0.74752, -4.78829)  0.23
C (2.50048, 1.77749, -4.62322)  -0.53
O (1.95003, 3.04970, -4.27698)  -0.56
O (0.47701, 1.16671, -5.78336)  -0.55
H (1.82564, -0.20382, -5.11521)  0.26
H (0.89850, 0.58133, -3.82943)  -0.08
H (3.01124, 1.92900, -5.57608)  0.32
H (3.22925, 1.44385, -3.87846)  0.25
H (1.64672, 2.97744, -3.36396)  0.32
H (0.34434, 2.11166, -5.63534)  0.35
C (2.65957, 2.97709, 5.62897)  -0.40
C (2.99240, 1.90024, 4.61670)  -0.46
O (2.23776, 2.10047, 3.43500)  -0.36
O (1.27061, 2.99949, 5.90211)  -0.53
H (3.17968, 2.79585, 6.57143)  0.35
H (2.98617, 3.95157, 5.23869)  0.25
H (2.69113, 0.92504, 5.00162)  0.29
H (4.06973, 1.88010, 4.41894)  0.28
H (2.51889, 2.90491, 2.97417)  0.25
H (0.83448, 2.84010, 5.05315)  0.34
C (-3.77453, -5.22222, 0.52334)  -0.12
C (-2.26705, -5.21488, 0.38840)  -0.44
O (-1.88468, -4.74441, -0.88823)  -0.52
O (-4.36333, -6.01234, -0.50243)  -0.60
H (-4.07567, -5.64941, 1.48252)  0.35
H (-4.14545, -4.19108, 0.47541)  0.08
H (-1.88611, -6.23723, 0.45420)  0.37
H (-1.81480, -4.61709, 1.18726)  0.22
H (-1.98752, -3.77727, -0.92338)  0.46
H (-3.83835, -5.82448, -1.29308)  0.36

Output
LUMO energy = 2.3 eV
HOMO level = -0.204 Ha
Total charge = -1
Maximum force = 0.022 hartree/bohr
Kohn-Sham gap = 7.8 eV

***

C3H6O3 | ωB97M-V/def2-TZVPD

Last column: Mulliken charge in e.
Element x y z (Å)
C (0.35391, 0.93369, -0.96226)  -0.11
C (-0.55980, -0.69941, 1.67755)  -0.62
C (-0.16147, -0.50478, -0.64719)  0.46
O (0.33176, -0.97823, 0.60144)  -0.34
O (1.62443, 1.21782, -1.00145)  -0.34
O (-1.37090, -0.66150, -0.99328)  -0.72
H (1.83320, 1.95318, -1.59993)  0.39
H (-0.31383, 1.55266, -1.57035)  0.33
H (0.59443, -0.93053, -1.39832)  0.18
H (-0.11674, -1.14067, 2.56881)  0.24
H (-0.66760, 0.38489, 1.82861)  0.26
H (-1.54738, -1.12711, 1.49635)  0.27

Output
LUMO energy (alpha / beta) = -1.2 / -1.2 eV
HOMO level (alpha / beta) = -0.314 / -0.314 Ha
Maximum force = 0.010 hartree/bohr
Kohn-Sham gap (alpha / beta) = 7.4 / 7.4 eV
Relative energy (zero: lowest compared OMol25 entry of this formula, charge and spin) = 4.7004 eV

***

The following E values (in hartree) correspond, in order, to the records above: -6349.45179, -228.75995, -2284.41585, -343.48182.